Record 1
{
  "formula": "C3H5N3",
  "method": "the ωB97M-V functional and the def2-TZVPD basis",
  "e_homo_ev": -8.326,
  "lumo_ev": 0.000,
  "orbital_gap_ev": 8.326,
  "e_above_lowest_ev": 4.284,
  "species": ["N", "C", "C", "C", "N", "N", "H", "H", "H", "H", "H"],
  "xyz": [[-1.723, -0.347, 0.277], [-0.492, -0.337, -0.359], [0.605, -1.184, 0.046], [1.694, -0.418, 0.311], [1.541, 0.982, 0.186], [0.362, 1.269, -0.079], [-1.779, -0.952, 1.084], [-2.544, -0.381, -0.310], [-0.587, -0.167, -1.450], [2.707, -0.728, 0.546], [0.216, 2.263, -0.252]]
}

=====

Record 2
{
  "formula": "C8H11N2O2PS",
  "method": "the ωB97M-V functional and the def2-TZVPD basis",
  "e_homo_ev": -8.099,
  "smiles": "CN(/N=C/c1ccc(O)cc1)[P@H](O)=S",
  "lumo_ev": 0.372,
  "orbital_gap_ev": 8.472,
  "e_above_lowest_ev": 0.447,
  "species": ["C", "N", "N", "C", "C", "C", "C", "C", "O", "C", "C", "P", "O", "S", "H", "H", "H", "H", "H", "H", "H", "H", "H", "H", "H"],
  "xyz": [[-3.440, -0.529, 1.014], [-2.287, -0.874, 0.177], [-1.054, -0.251, 0.582], [-0.324, 0.075, -0.385], [1.003, 0.525, -0.125], [1.789, 0.925, -1.277], [3.045, 1.466, -1.134], [3.601, 1.681, 0.211], [4.826, 2.339, 0.371], [2.854, 1.401, 1.305], [1.555, 0.824, 1.163], [-2.434, -1.733, -1.286], [-3.673, -2.644, -0.877], [-0.874, -2.699, -1.855], [-4.432, -0.415, 0.500], [-3.617, -1.321, 1.839], [-3.179, 0.450, 1.390], [-0.533, 0.083, -1.485], [1.406, 0.787, -2.352], [3.657, 1.858, -1.919], [4.983, 2.776, -0.539], [3.224, 1.730, 2.274], [0.989, 0.612, 2.100], [-2.998, -0.820, -2.095], [-3.335, -3.363, -0.192]]
}

=====

Record 3
{
  "formula": "CH3IOS2",
  "method": "the ωB97M-V functional and the def2-TZVPD basis",
  "e_homo_ev": -9.419,
  "lumo_ev": -1.770,
  "orbital_gap_ev": 7.650,
  "e_above_lowest_ev": 1.294,
  "species": ["C", "O", "S", "S", "I", "H", "H", "H"],
  "xyz": [[-0.583, 1.182, 0.141], [-0.321, -1.600, 0.940], [1.126, 0.691, -0.242], [1.178, -1.336, 0.259], [1.115, -2.888, -1.805], [-0.403, 2.023, 0.757], [-1.178, 0.512, 0.773], [-0.934, 1.416, -0.823]]
}

=====

Record 4
{
  "formula": "C3H2NO2S",
  "method": "the ωB97M-V functional and the def2-TZVPD basis",
  "e_homo_ev": -3.820,
  "charge": -1,
  "lumo_ev": 3.721,
  "orbital_gap_ev": 7.542,
  "e_above_lowest_ev": 3.173,
  "species": ["C", "C", "C", "N", "O", "O", "S", "H", "H"],
  "xyz": [[2.233, -0.299, 0.648], [-0.131, -0.633, -0.294], [1.151, -0.319, -0.079], [3.315, 0.056, 1.097], [5.861, 0.935, 0.595], [5.178, -0.961, -0.772], [4.756, 0.359, -0.236], [-0.564, -0.856, -1.268], [-0.898, -1.012, 0.430]]
}

=====

Record 5
{
  "formula": "C2H2ClNO3",
  "method": "the ωB97M-V functional and the def2-TZVPD basis",
  "e_homo_ev": [-2.074, -2.074],
  "charge": -2,
  "lumo_ev": [5.260, 5.260],
  "orbital_gap_ev": [7.334, 7.334],
  "e_above_lowest_ev": 2.484,
  "species": ["C", "C", "N", "O", "O", "O", "Cl", "H", "H"],
  "xyz": [[-0.255, -1.834, 0.017], [-0.048, -0.356, 0.564], [1.134, -0.561, 1.946], [-1.237, -2.423, 0.588], [2.238, -0.329, 1.498], [0.474, -2.245, -0.936], [-1.964, 7.665, -4.694], [-0.942, -0.015, 1.143], [0.600, 0.097, -0.126]]
}

=====

Record 6
{
  "formula": "C2H3OPS",
  "method": "the ωB97M-V functional and the def2-TZVPD basis",
  "e_homo_ev": [-9.515, -9.513],
  "lumo_ev": [-1.681, -1.680],
  "orbital_gap_ev": [7.834, 7.833],
  "e_above_lowest_ev": 3.680,
  "species": ["C", "C", "O", "P", "S", "H", "H", "H"],
  "xyz": [[2.848, -0.146, 0.540], [2.031, 0.588, 0.073], [-3.527, 0.730, -0.110], [-1.210, -0.890, -0.481], [-2.359, 0.668, -1.059], [3.253, -0.782, 1.323], [1.273, 1.080, -0.605], [-2.310, -1.249, 0.320]]
}